{"formula": "C47H129N7O16", "method": "ωB97M-V with the def2-TZVPD basis set", "orbital_gap_ev": 9.070, "homo_energy_ev": -8.97, "e_tot_ha": -3454.714830, "spin_multiplicity": 1, "elements": ["H", "H", "C", "O", "H", "C", "H", "H", "H", "C", "O", "H", "C", "H", "H", "H", "O", "H", "H", "H", "N", "H", "C", "H", "H", "H", "H", "H", "H", "H", "H", "H", "H", "H", "H", "H", "N", "H", "C", "H", "H", "H", "C", "N", "C", "C", "N", "H", "H", "H", "C", "O", "H", "H", "O", "H", "C", "H", "N", "C", "H", "C", "H", "H", "O", "H", "H", "C", "C", "H", "H", "H", "H", "C", "C", "H", "H", "H", "C", "C", "H", "C", "C", "H", "H", "H", "H", "H", "H", "H", "H", "C", "O", "H", "H", "H", "H", "O", "H", "H", "C", "H", "H", "H", "H", "H", "H", "H", "H", "H", "H", "H", "H", "H", "H", "C", "H", "H", "C", "H", "H", "H", "C", "H", "C", "H", "H", "C", "H", "H", "C", "C", "H", "O", "C", "H", "H", "H", "H", "C", "H", "H", "C", "H", "O", "H", "H", "C", "H", "C", "C", "C", "C", "H", "H", "H", "H", "O", "O", "C", "H", "H", "H", "H", "O", "H", "H", "C", "H", "H", "H", "N", "C", "H", "H", "O", "O", "H", "C", "H", "O", "H", "H", "H", "H", "H", "H", "C", "H", "N", "H", "H", "H", "C", "C", "C", "H", "H", "C"], "coordinates": [[-45.0556, 14.4742, 15.8807], [-43.4786, 13.9913, 13.9107], [-33.3286, 22.6915, 18.1274], [-19.6565, 13.2945, 17.1650], [-19.3320, 12.1424, 14.6972], [-25.2588, 20.0251, 12.4341], [-24.3144, 21.2505, 11.0530], [-36.4098, 11.6377, 20.2362], [-30.8441, 13.5539, 16.5936], [-30.8947, 7.1699, 21.7744], [-32.9946, 23.4605, 20.2462], [-25.8615, 20.8752, 12.7537], [-33.3689, 15.6888, 27.5376], [-35.0812, 16.8053, 9.5730], [-28.3086, 12.6983, 17.1168], [-32.5481, 15.3628, 28.1764], [-29.6161, 6.8544, 21.3612], [-24.6627, 7.0447, 21.5716], [-44.5050, 12.3214, 15.2379], [-31.3259, 14.7396, 26.0027], [-44.2547, 14.8427, 16.3734], [-29.3745, 6.8563, 14.8543], [-35.9728, 8.6654, 11.5677], [-21.2519, 6.8752, 21.9325], [-24.0598, 13.7502, 27.6352], [-30.3905, 17.7969, 16.7286], [-26.6577, 24.1023, 20.4069], [-23.3976, 11.6038, 26.8073], [-31.6466, 6.5451, 21.2924], [-37.1135, 12.3141, 18.7888], [-21.1879, 8.5338, 22.5714], [-35.7966, 12.1169, 12.1536], [-32.8969, 16.3470, 26.8082], [-31.1287, 8.1512, 21.3615], [-38.2698, 10.3005, 18.1168], [-31.7593, 1.7653, 12.9366], [-30.0245, 16.8997, 16.4435], [-34.6434, 16.9677, 7.8046], [-37.8575, 10.3620, 19.1239], [-29.6516, 6.8458, 20.4019], [-36.6129, 8.5081, 18.9478], [-31.8017, 6.7999, 16.2516], [-36.2003, 10.1344, 11.3688], [-31.3352, 12.5899, 26.2865], [-43.8481, 12.4608, 16.0965], [-35.3900, 17.1348, 8.5810], [-25.7331, 20.1801, 10.1470], [-21.0350, 18.4794, 10.2730], [-30.8390, 5.3666, 13.0135], [-36.4083, 18.6676, 7.6084], [-26.4547, 26.5162, 18.8429], [-23.7501, 6.9817, 21.2802], [-36.7771, 11.0262, 13.2240], [-28.0144, 13.3947, 18.7304], [-24.0674, 13.5712, 24.2905], [-31.5539, 15.8838, 17.4580], [-27.3806, 25.3735, 18.5972], [-37.2532, 10.1437, 11.0872], [-25.8976, 13.9246, 26.6403], [-34.0692, 23.2564, 19.3167], [-28.6617, 5.6572, 15.2326], [-31.1187, 13.7851, 24.1488], [-20.8511, 11.7652, 15.5896], [-40.0607, 15.2318, 14.6112], [-22.4270, 19.2087, 11.5284], [-41.8216, 13.5495, 14.3574], [-29.3612, 16.6882, 17.1752], [-27.0606, 24.0181, 19.3976], [-42.6641, 14.1948, 14.6059], [-23.4090, 15.2981, 23.4754], [-42.9621, 11.8855, 15.8279], [-34.6487, 21.3812, 20.2668], [-24.9565, 11.6698, 27.6703], [-28.7688, 13.1999, 17.9681], [-37.3282, 8.9980, 19.6085], [-34.7617, 19.0928, 8.3490], [-20.6031, 18.5301, 11.9991], [-32.2328, 23.8016, 19.7720], [-22.9689, 8.0388, 21.5438], [-31.0169, 7.1301, 23.3204], [-40.4272, 16.8151, 14.8444], [-30.4263, 4.7097, 13.7792], [-35.9344, 11.1060, 12.5373], [-22.5249, 14.0397, 25.7015], [-21.6452, 17.2606, 11.5173], [-26.4429, 13.4058, 27.3138], [-31.6491, 13.0637, 23.5273], [-33.1408, 21.6531, 18.4008], [-23.8065, 15.1261, 25.5897], [-31.4080, 7.4136, 14.7629], [-26.7290, 27.2740, 18.1090], [-24.4364, 11.9285, 26.7480], [-42.2032, 15.5064, 14.4689], [-40.9092, 15.7765, 16.1300], [-27.9768, 23.4571, 19.5818], [-36.2972, 7.9402, 10.8214], [-25.4728, 26.4351, 18.3766], [-29.4665, 14.4316, 17.7517], [-32.6275, 6.1614, 14.8033], [-19.4578, 14.4525, 15.3514], [-22.5151, 8.6637, 20.1750], [-22.0244, 9.6345, 20.2441], [-26.4296, 19.5817, 10.5676], [-26.3094, 26.7299, 19.9018], [-34.9482, 8.3548, 11.7725], [-23.5569, 8.7906, 22.0703], [-21.7363, 8.1825, 19.5834], [-22.1637, 7.3155, 23.3680], [-35.8622, 11.1031, 18.7507], [-38.7075, 11.4990, 20.5161], [-29.4201, 4.4001, 13.4968], [-25.7971, 19.0862, 12.5635], [-36.6016, 8.5378, 12.4489], [-32.3400, 23.1262, 17.9796], [-35.9192, 22.1212, 19.2752], [-31.9667, 16.0597, 15.4426], [-22.4804, 13.9371, 23.0171], [-44.2270, 15.6931, 15.8293], [-21.3933, 18.2955, 11.2859], [-34.4459, 24.2666, 19.1564], [-33.5086, 14.8812, 24.8318], [-30.6317, 4.5612, 15.8847], [-21.4256, 14.3772, 16.3114], [-31.3560, 16.1585, 14.5452], [-40.8599, 15.8345, 15.0426], [-44.2870, 12.1728, 17.0518], [-24.7418, 11.3264, 25.8923], [-20.1018, 13.7593, 15.8925], [-30.9616, 6.1305, 23.7516], [-32.5814, 15.1643, 15.3497], [-31.2689, 2.7179, 12.7364], [-24.4709, 13.4654, 26.6667], [-38.1810, 8.3287, 19.7222], [-36.2613, 18.9130, 9.6262], [-24.6086, 20.2010, 11.0476], [-35.4477, 22.7189, 20.9122], [-21.7982, 14.8755, 15.4164], [-23.3640, 8.6914, 19.4919], [-30.2689, 2.4242, 12.4173], [-30.9738, 15.7865, 16.5403], [-23.4696, 19.3990, 9.6604], [-25.6789, 21.9614, 20.1169], [-30.5763, 5.3771, 15.1642], [-27.2940, 25.1745, 17.5290], [-38.8642, 10.6746, 20.0498], [-24.4384, 19.9100, 13.1425], [-20.9762, 12.6837, 14.2057], [-23.6053, 14.0553, 25.5579], [-34.9488, 10.9538, 12.9774], [-21.8335, 7.6738, 22.3930], [-35.0950, 22.3266, 19.9584], [-20.2937, 12.5239, 15.0404], [-36.7916, 11.3796, 19.2485], [-24.1499, 14.1400, 22.3570], [-22.2324, 13.6700, 16.5037], [-23.9585, 18.0658, 10.8791], [-29.2831, 12.4893, 18.6150], [-35.4050, 10.4360, 10.2612], [-32.1507, 7.7263, 23.8113], [-23.5054, 14.2404, 23.2303], [-34.0574, 16.2620, 28.1585], [-32.5437, 16.9733, 15.5859], [-31.8425, 3.2893, 12.0065], [-28.6823, 26.5837, 19.6986], [-36.4428, 16.2939, 8.3341], [-30.0981, 7.6634, 23.5643], [-21.3806, 15.0103, 17.1976], [-26.0450, 21.8393, 19.0975], [-18.8052, 12.9269, 16.9165], [-42.5148, 13.7897, 16.7923], [-37.1180, 19.3394, 9.5498], [-29.4660, 6.1598, 15.5799], [-23.5828, 19.0722, 10.6941], [-32.8464, 7.1520, 24.1394], [-33.8529, 22.6632, 17.1722], [-33.9086, 14.5834, 26.8266], [-26.1863, 23.2239, 18.6356], [-35.7473, 11.1611, 9.7333], [-31.7256, 13.8085, 25.6011], [-26.9396, 21.2252, 18.9944], [-31.1430, 3.5244, 13.9012], [-36.8351, 8.9887, 20.5805], [-30.0559, 13.5434, 24.1423], [-28.8658, 26.5077, 18.0704], [-25.2089, 21.3774, 18.5723], [-26.2771, 13.4969, 25.8078], [-37.2510, 16.7310, 8.6121], [-31.6677, 6.4608, 15.2243], [-29.6253, 14.4330, 15.6032], [-28.6828, 25.9636, 18.9014], [-33.9365, 13.3638, 25.2608], [-31.7817, 12.5863, 27.1925], [-31.0407, 14.7561, 23.6599], [-35.7223, 18.5880, 8.4517], [-43.2546, 13.8522, 15.9943], [-33.3110, 14.1734, 25.6369], [-31.8180, 11.7883, 25.9065], [-26.2785, 21.0301, 10.1600], [-30.2432, 14.4585, 16.5008]], "atomic_forces_ev_per_a": [[-1.0, -0.4, 0.5], [0.1, 0.5, -0.4], [-0.6, -1.2, -0.7], [1.8, 0.3, -0.5], [-0.1, -0.2, -0.1], [1.9, -0.4, 1.0], [1.4, -0.4, -0.3], [-0.7, -0.4, 0.5], [-0.6, 0.3, -0.6], [-2.0, 0.2, 0.1], [-0.2, -0.2, 1.4], [-0.1, -0.1, -0.2], [1.4, -0.2, -0.9], [1.0, 1.0, 0.2], [-0.2, 0.3, -0.2], [0.0, -0.1, 0.3], [1.2, -0.7, -0.1], [0.2, 0.3, 0.1], [-0.6, -0.2, 0.2], [0.7, -0.5, 0.8], [-1.2, -0.2, -0.5], [-0.4, 1.2, 0.2], [-0.1, -0.6, 2.0], [0.1, 0.0, -0.1], [0.1, 0.5, -0.1], [-0.6, 0.0, -0.1], [0.3, 0.9, 0.2], [0.3, 0.0, 0.6], [-0.1, -0.6, 0.1], [0.0, 0.2, 0.0], [0.1, 0.0, -0.1], [-0.7, 0.1, -0.2], [-0.1, 0.5, 0.0], [-0.3, 0.6, 0.7], [0.0, 0.0, 0.0], [-0.3, 0.3, 0.5], [1.3, -0.7, 0.7], [0.4, -0.6, 0.2], [1.2, -1.2, 2.0], [0.4, -0.1, -0.1], [-0.1, 0.2, -0.4], [-0.2, -0.5, 0.2], [0.1, -0.2, -1.1], [-0.3, 0.2, 0.8], [1.0, 0.1, -1.8], [1.5, -0.4, -0.7], [-1.1, -0.7, -1.6], [0.3, -0.6, -0.1], [0.0, 0.1, -0.4], [0.2, 0.5, -0.3], [2.4, 0.0, -1.3], [-1.8, -3.3, -0.7], [0.4, 0.3, 0.4], [0.7, 0.6, -0.5], [0.0, -0.8, 1.6], [0.2, -0.5, 0.5], [0.7, -0.7, 1.6], [-0.3, 0.7, 0.0], [0.8, 0.1, -0.8], [1.4, 0.6, 0.3], [0.9, -0.8, 0.9], [-0.3, 0.1, 0.6], [0.4, -0.1, 0.4], [-0.3, -0.9, 0.2], [-0.9, 0.6, -0.1], [0.0, -0.6, 0.0], [0.7, 0.2, 0.1], [-0.8, 0.2, -0.6], [0.8, -1.1, 1.1], [-0.2, 0.4, -0.1], [-0.2, -0.9, 0.4], [0.3, -0.1, -0.4], [0.0, -0.5, -0.2], [0.3, 0.5, 1.6], [-0.3, -0.8, -0.5], [-0.1, 0.5, -0.6], [0.1, 0.2, -0.1], [-0.1, 0.1, 0.0], [0.7, 3.1, -1.4], [1.3, -0.9, -1.3], [-1.3, 0.5, -0.5], [-0.5, -0.2, 0.5], [0.2, -0.6, -0.7], [0.2, -1.0, 0.0], [-0.4, -0.2, -0.5], [0.3, 0.0, 0.8], [0.0, 0.1, -0.2], [0.2, -0.2, -0.2], [-0.2, 0.4, -0.1], [0.5, -0.3, -0.7], [-0.9, 0.9, 1.0], [1.1, 0.0, -0.1], [1.5, 2.1, 0.2], [0.1, -0.4, 0.0], [-0.6, 0.1, -0.4], [-0.4, 0.7, -0.4], [0.7, -1.0, 0.6], [0.4, -0.7, -1.3], [-0.1, -0.1, 0.1], [0.3, 0.3, 0.5], [0.2, 0.2, 0.0], [-0.6, 0.5, 0.5], [0.0, -0.8, -0.3], [-0.3, 0.7, -0.2], [0.1, 0.5, 0.3], [0.0, 0.4, 0.0], [0.0, -1.1, 0.5], [-0.1, -0.1, 0.0], [-0.1, -0.2, -0.5], [0.2, 0.0, -0.2], [0.6, 0.6, 0.2], [-0.4, 0.0, -0.5], [0.2, -1.0, 0.4], [-0.2, 0.4, -0.1], [-0.1, 0.1, 0.1], [0.4, -1.4, -0.8], [0.1, -0.5, -0.2], [1.2, 0.6, 0.1], [0.3, 0.6, 0.2], [-0.7, -0.1, -0.4], [0.4, 0.9, 0.0], [-0.8, 0.0, 0.0], [-0.8, 0.4, -1.6], [-0.3, 0.1, -0.3], [-1.0, -0.9, -0.1], [0.1, 0.2, -0.2], [-0.8, 0.5, -0.1], [-2.3, -1.0, 1.3], [0.5, -0.3, -0.5], [-0.6, 0.3, -0.3], [0.4, 0.6, 0.4], [-0.6, -1.4, 0.4], [0.0, -0.1, -0.1], [-2.5, 1.8, 3.4], [-2.0, -0.3, 2.4], [-0.3, 0.4, -0.2], [-0.2, 0.8, 0.2], [-0.1, 0.4, 0.2], [0.2, 0.3, -0.6], [-1.2, 1.6, 0.2], [0.9, -1.1, -0.5], [-0.4, -0.6, 0.4], [-0.6, 0.8, -0.5], [-0.5, -0.6, 0.1], [-1.7, 0.1, 0.3], [0.1, 0.3, 0.5], [0.4, 0.4, -0.5], [-1.6, 0.9, -0.2], [-0.2, -0.6, 0.4], [1.3, -0.4, 1.0], [0.4, 0.1, 0.1], [-0.8, -0.1, -0.5], [1.5, 1.5, -1.1], [0.2, -0.1, 0.0], [0.4, -0.6, 0.2], [-0.5, 0.0, -0.6], [-1.2, -0.4, -0.7], [0.9, 0.7, -1.3], [-1.2, 1.9, 0.3], [0.5, 1.0, -0.5], [-0.5, -0.5, -0.4], [0.0, -0.2, 0.2], [0.2, -0.2, -0.5], [0.3, 0.0, 0.0], [-2.1, -1.1, -1.0], [-0.1, 0.3, 0.9], [0.3, 0.2, -0.4], [0.8, 2.0, 0.2], [0.5, -0.5, 0.9], [0.6, 0.7, -0.2], [0.1, 0.2, 0.0], [2.7, 0.3, -1.0], [-0.1, 2.2, 0.9], [0.5, -0.4, -0.3], [-0.2, 0.2, 0.0], [-0.6, -0.1, 1.3], [0.3, -1.3, -0.9], [-0.1, 0.2, 0.2], [-1.3, 1.1, -1.4], [-0.2, 0.3, 0.1], [-1.4, -1.5, 0.2], [-0.1, 0.7, 0.1], [-0.1, -0.7, 0.6], [-0.6, 0.3, 0.3], [-0.2, 0.2, -0.4], [-0.1, 0.3, -0.7], [-0.2, -0.1, 0.2], [-1.3, -0.6, 0.4], [0.4, -0.2, 0.1], [-1.2, -1.4, -0.8], [0.2, -0.7, 0.4], [0.2, 0.4, 0.7], [-0.9, 0.2, 0.0], [1.6, -1.7, -1.2], [0.4, 0.7, 1.0], [1.1, -0.5, -1.7], [0.1, -0.2, -0.9], [0.6, 0.7, -0.2], [0.4, 0.2, 1.7]]}